[1]
The following is a DFT calculation (ωB97M-V with the def2-TZVPD basis set) of a structure of composition C24H47ClNO11PS in a non-equilibrium geometry.

Values from the calculation:
E = -82309.207 eV
orbital gap = 9.53 eV
lowest unoccupied orbital energy = 0.0070 Ha

```
86
Properties=species:S:1:pos:R:3:forces:R:3
N 1.774 -1.226 2.347 -0.3 -0.1 0.3
C 1.162 -2.381 1.802 -0.2 0.1 0.3
O 1.797 -3.112 1.100 0.3 -0.4 -0.7
C -0.327 -2.678 2.041 0.3 0.7 -0.1
C -1.145 -1.449 2.477 -0.3 -0.3 0.2
C -2.124 -0.989 1.401 0.2 -1.0 0.0
C -1.359 -0.742 0.094 -0.1 0.8 -0.3
O -1.534 0.586 -0.406 0.3 0.0 0.4
C -0.379 0.978 -1.080 0.0 0.3 0.0
C 0.421 1.995 -0.573 -0.3 -0.1 0.1
C 1.604 2.341 -1.226 -0.8 -0.4 0.4
C 1.965 1.654 -2.369 0.3 0.3 0.0
C 1.148 0.658 -2.887 0.2 0.1 0.1
C -0.026 0.316 -2.238 0.0 0.0 -0.2
O -2.993 -2.153 1.187 -0.2 0.4 -0.3
S -4.459 -1.655 0.849 -0.4 -1.1 -0.5
O -5.333 -2.720 1.176 -0.1 0.3 0.7
O -4.573 -1.103 -0.454 0.6 0.5 -0.1
O -4.442 -0.476 1.919 0.2 -0.4 0.0
C -3.101 0.111 1.842 -0.9 1.3 0.3
P -2.900 0.756 3.592 0.0 -0.8 1.2
O -4.094 1.838 3.710 0.1 -0.1 -0.8
Cl -1.144 1.857 3.381 -0.2 0.3 -0.5
H 1.382 -0.937 3.235 0.0 0.2 -0.1
H 1.706 -0.449 1.697 0.4 0.1 0.0
H -0.677 -3.044 1.080 0.0 -0.2 -0.1
H -0.445 -3.515 2.720 0.1 0.0 0.2
H -1.664 -1.685 3.402 -0.3 0.1 0.0
H -0.508 -0.600 2.693 0.2 0.0 0.0
H -1.682 -1.466 -0.650 -0.1 -0.1 0.0
H -0.292 -0.867 0.264 0.1 -0.2 0.1
H 0.097 2.478 0.339 0.1 0.1 0.1
H 2.213 3.122 -0.798 0.2 0.1 -0.1
H 2.901 1.924 -2.832 0.0 -0.1 -0.3
H 1.446 0.137 -3.783 0.0 -0.1 -0.1
H -0.671 -0.465 -2.612 0.0 -0.1 -0.1
H -3.219 0.941 1.147 0.6 -0.1 -0.3
H -4.455 2.115 2.854 -0.1 0.3 0.2
C 5.914 -2.114 0.072 0.1 -0.1 -0.1
C 5.272 -0.971 -0.701 -0.3 -0.2 0.4
C 4.666 0.058 0.241 -0.1 0.2 -0.2
O 4.268 -1.484 -1.576 0.1 0.1 -0.2
H 5.164 -2.630 0.677 0.0 0.1 0.0
H 6.339 -2.846 -0.615 0.0 0.0 0.0
H 6.705 -1.753 0.732 0.0 0.0 0.0
H 6.020 -0.492 -1.335 -0.1 0.0 -0.1
H 3.878 -0.398 0.841 0.2 -0.2 0.2
H 4.179 0.861 -0.317 0.2 0.1 -0.1
H 5.429 0.475 0.900 -0.1 0.0 0.1
H 3.600 -1.916 -1.030 0.0 0.0 0.0
C 1.814 5.788 -6.312 0.1 -0.1 -0.1
C 1.465 4.559 -5.485 -0.1 0.5 0.2
C 0.189 4.771 -4.684 -0.1 -0.2 0.0
O 2.542 4.237 -4.606 0.1 -0.3 -0.1
H 1.984 6.650 -5.661 -0.1 0.0 0.0
H 2.732 5.620 -6.876 0.0 0.0 0.0
H 1.014 6.035 -7.012 0.0 0.0 0.0
H 1.344 3.698 -6.144 0.1 -0.1 0.1
H 0.311 5.602 -3.985 0.0 0.1 -0.1
H -0.044 3.882 -4.096 0.0 0.0 0.0
H -0.658 4.989 -5.336 0.0 0.0 0.0
H 2.671 4.982 -4.010 0.0 0.0 0.0
C 2.388 2.875 6.339 -0.1 -0.1 0.1
C 3.077 2.150 5.193 -0.1 0.5 -0.1
C 3.982 3.086 4.407 0.1 -0.1 -0.1
O 2.101 1.572 4.325 0.0 -0.3 0.0
H 1.758 3.683 5.956 0.1 0.0 0.0
H 1.741 2.192 6.890 0.0 0.0 0.0
H 3.115 3.302 7.032 0.0 0.0 0.0
H 3.664 1.320 5.586 -0.1 -0.1 -0.1
H 3.399 3.901 3.967 0.0 0.0 0.1
H 4.465 2.552 3.588 0.0 0.0 0.0
H 4.754 3.519 5.044 0.0 0.0 0.0
H 1.568 2.288 3.964 0.0 0.0 0.0
C -5.862 -5.367 -2.902 0.1 -0.1 -0.1
C -6.456 -6.383 -1.938 0.0 0.5 0.2
C -7.720 -5.850 -1.280 -0.1 -0.1 0.0
O -5.497 -6.728 -0.939 0.0 -0.2 -0.1
H -5.586 -4.453 -2.369 -0.1 0.0 0.0
H -4.956 -5.759 -3.364 0.0 0.0 0.0
H -6.569 -5.106 -3.691 0.0 0.0 0.0
H -6.684 -7.306 -2.474 0.1 -0.1 0.1
H -7.497 -4.949 -0.701 0.0 0.0 -0.1
H -8.131 -6.587 -0.590 0.0 0.0 0.0
H -8.481 -5.604 -2.023 0.0 0.0 0.0
H -5.282 -5.926 -0.451 0.0 0.0 0.0
```
Positions in Å, forces in eV/Å.

[2]
The following is a DFT calculation (ωB97M-V with the def2-TZVPD basis set) of a cluster of 5 separate species, C24H47N8O4P in total in a non-equilibrium geometry.

Values from the calculation:
E = -55045.721 eV
structure (SMILES) = C#CC[C@@](C#N)(CCN)[C@@](C#N)(CN)P(C)C.CN(C)C=O.CN(C)C=O.CN(C)C=O.CN(C)C=O
orbital gap = 8.47 eV
lowest unoccupied orbital energy = 0.0178 Ha

```
84
Properties=species:S:1:pos:R:3:forces:R:3
C 0.283 4.091 4.378 0.7 -0.4 0.7
C 0.548 4.373 3.232 0.3 0.2 -1.4
C 1.005 4.696 1.787 0.7 0.1 1.0
C 1.473 3.380 0.977 -0.1 1.2 -0.8
C 1.650 3.890 -0.509 0.0 -0.5 2.3
N 1.728 4.317 -1.573 0.0 -0.1 0.1
C 2.829 2.923 1.645 0.4 -0.6 -0.5
C 3.571 1.731 0.933 0.7 -0.7 0.4
N 4.466 2.150 -0.178 -0.3 0.5 0.6
C 0.335 2.251 0.918 -0.1 -1.8 -1.4
C 0.483 1.419 -0.420 0.9 1.1 2.3
N 0.804 0.784 -1.323 -0.5 0.1 -0.2
C 0.381 1.187 2.099 -0.9 -0.4 0.6
N -0.542 0.032 1.859 0.8 0.7 -0.3
P -1.380 3.113 0.746 -0.3 1.7 -0.3
C -2.135 2.615 -0.909 0.3 -1.0 -0.6
C -2.509 2.688 2.183 -1.1 -0.9 0.0
H 0.302 3.752 5.440 -0.4 0.6 -1.6
H 0.295 5.337 1.207 0.4 -0.9 0.8
H 1.957 5.308 1.898 -1.1 -0.7 -0.1
H 2.597 2.618 2.704 0.1 0.3 -1.1
H 3.561 3.788 1.733 -1.0 -0.9 -0.3
H 2.905 0.898 0.576 0.2 1.0 0.6
H 4.251 1.265 1.720 -0.9 0.5 -0.8
H 4.637 1.398 -0.843 -0.3 0.5 0.1
H 4.160 3.013 -0.626 0.0 -0.6 -0.1
H 0.015 1.688 3.047 0.7 -0.3 -1.1
H 1.388 0.730 2.287 -0.8 0.7 -0.4
H -1.358 0.360 1.334 0.3 -0.3 0.1
H -0.022 -0.652 1.290 -0.4 0.5 0.2
H -2.209 1.496 -1.050 -0.2 1.3 0.1
H -3.142 3.095 -1.089 1.0 -0.5 0.6
H -1.464 3.003 -1.739 -0.6 -0.3 1.2
H -3.525 2.441 1.733 1.2 0.2 0.5
H -2.214 1.788 2.788 -0.2 0.9 -0.5
H -2.684 3.573 2.863 0.6 -0.9 -0.9
C 2.055 -2.312 0.232 0.0 -0.4 0.0
O 1.945 -1.238 0.801 0.0 -0.2 0.2
N 1.888 -3.520 0.815 0.1 0.4 -0.4
C 2.033 -4.759 0.076 0.0 0.0 0.2
C 1.553 -3.578 2.227 0.0 0.2 0.0
H 2.306 -2.378 -0.839 0.0 0.0 0.0
H 1.093 -5.314 0.119 0.1 -0.1 -0.1
H 2.829 -5.355 0.529 -0.1 -0.1 -0.1
H 2.284 -4.563 -0.967 0.0 0.1 0.1
H 0.614 -3.045 2.394 0.1 0.0 0.2
H 2.341 -3.088 2.802 -0.1 0.0 0.1
H 1.452 -4.613 2.554 0.1 0.0 -0.1
C -0.606 -5.714 4.097 -0.2 0.0 0.2
O 0.358 -6.457 4.075 0.0 0.1 0.1
N -1.378 -5.465 5.183 0.1 0.0 -0.5
C -2.513 -4.564 5.129 0.1 -0.2 0.2
C -1.058 -6.120 6.437 0.2 -0.1 -0.2
H -0.936 -5.168 3.198 -0.1 0.1 0.0
H -2.357 -3.749 5.840 -0.2 0.1 -0.1
H -3.419 -5.113 5.398 -0.1 0.2 0.0
H -2.633 -4.148 4.129 0.1 -0.1 0.0
H -0.044 -5.846 6.737 -0.1 -0.1 0.1
H -1.099 -7.202 6.299 0.1 0.0 0.2
H -1.762 -5.822 7.213 0.0 0.0 -0.1
C 3.216 0.961 -6.680 -0.1 0.0 0.2
O 4.176 0.215 -6.725 -0.1 0.0 0.1
N 2.458 1.194 -5.580 0.1 0.0 -0.5
C 1.326 2.098 -5.602 0.2 -0.1 0.2
C 2.789 0.516 -4.341 0.1 -0.1 -0.1
H 2.879 1.525 -7.565 -0.1 0.0 0.0
H 1.494 2.900 -4.878 -0.2 0.0 0.0
H 0.422 1.547 -5.332 -0.1 0.2 0.0
H 1.196 2.534 -6.593 0.1 -0.1 0.0
H 3.808 0.781 -4.048 0.0 -0.1 0.1
H 2.742 -0.564 -4.499 0.1 0.0 0.1
H 2.095 0.801 -3.551 0.0 0.0 -0.1
C -3.744 0.232 -2.998 -0.1 0.0 -0.2
O -4.103 0.294 -1.837 -0.2 -0.1 -0.2
N -4.562 0.328 -4.075 0.4 -0.1 0.2
C -4.061 0.244 -5.433 -0.3 0.0 0.1
C -5.985 0.521 -3.861 0.1 0.0 0.3
H -2.685 0.087 -3.271 0.0 0.0 -0.1
H -4.302 1.170 -5.961 0.1 -0.1 -0.1
H -4.538 -0.598 -5.939 0.1 0.1 -0.1
H -2.981 0.100 -5.440 -0.1 0.0 0.1
H -6.142 1.444 -3.298 -0.1 -0.1 0.0
H -6.377 -0.314 -3.277 -0.1 0.1 0.0
H -6.509 0.579 -4.814 0.1 0.0 0.0
```
Positions in Å, forces in eV/Å.

[3]
The following is a DFT calculation (ωB97M-V with the def2-TZVPD basis set) of a structure of composition C24H47OSi4TeYb in a non-equilibrium geometry.

Values from the calculation:
E = -98033.370 eV
⟨S²⟩ = 0.7540
multiplicity = 2
orbital gap (alpha / beta) = 3.36 / 4.76 eV
total charge = -2
lowest unoccupied orbital energy (alpha / beta) = 0.1661 / 0.1659 Ha

```
78
Properties=species:S:1:pos:R:3:forces:R:3
Yb -0.876 -1.883 0.340 -0.6 -0.1 -1.2
C -0.440 -0.938 2.639 -0.1 -0.4 0.6
C -1.740 -1.522 2.678 0.3 0.0 1.0
C -1.592 -2.935 2.615 0.4 0.3 0.5
H -2.678 -0.978 2.784 0.3 -0.2 -0.2
C -0.201 -3.223 2.520 -0.1 0.0 0.3
C 0.511 -1.998 2.525 -0.2 0.2 0.6
H 1.597 -1.889 2.523 -0.4 0.0 -0.2
H -0.216 0.129 2.692 -0.1 -0.4 -0.1
H -2.395 -3.664 2.707 0.2 0.2 -0.2
H 0.248 -4.218 2.508 -0.2 0.3 -0.2
C 0.307 -2.006 -2.054 0.3 -0.3 0.0
C 1.397 -1.901 -1.132 -0.2 -0.4 -0.5
C 1.497 -3.137 -0.439 0.0 0.0 -0.5
H 2.072 -1.047 -1.035 -0.4 -0.3 0.1
C 0.477 -3.999 -0.919 0.1 0.3 0.0
C -0.271 -3.297 -1.905 0.5 0.2 -0.1
H -1.089 -3.701 -2.496 0.1 0.1 0.2
H -0.014 -1.234 -2.754 0.0 -0.2 0.4
H 2.266 -3.404 0.287 -0.3 0.1 -0.1
H 0.355 -5.046 -0.647 -0.1 0.3 0.1
O -3.158 -1.142 0.118 1.8 1.5 -0.6
C -2.629 -6.127 -0.082 -1.2 1.2 0.3
C -3.697 -5.324 0.171 0.5 -1.3 -0.2
C -1.710 -6.544 1.019 0.1 0.0 0.5
C -2.307 -6.505 -1.492 -0.1 0.0 -0.5
C -4.029 -2.031 0.236 -1.6 -2.0 0.3
H -4.004 -5.087 1.192 0.3 0.1 -0.3
H -4.387 -5.028 -0.627 0.4 0.1 0.3
H -4.599 -2.403 -0.637 0.0 0.0 0.3
H -4.180 -2.518 1.216 -0.2 -0.1 -0.2
H -1.671 -7.635 1.161 -0.1 0.1 -0.1
H -2.067 -6.083 1.947 0.2 -0.2 0.0
H -0.677 -6.207 0.852 -0.3 0.0 0.0
H -2.684 -7.509 -1.749 0.1 0.2 0.1
H -1.230 -6.510 -1.707 -0.2 0.1 0.1
H -2.794 -5.767 -2.146 0.2 -0.4 -0.1
C 0.316 3.129 2.997 0.3 0.1 0.6
Si 1.714 2.784 1.786 -1.0 -0.5 -1.3
C 2.856 4.273 1.631 0.3 0.2 0.5
C 2.708 1.274 2.298 0.3 0.0 0.5
Si 0.692 2.412 -0.301 -0.1 0.8 -0.1
Te -1.309 1.074 -0.569 -0.1 -0.9 0.0
Si -0.826 4.182 -0.737 1.5 -0.5 0.4
C 0.149 5.782 -0.396 -0.6 0.7 -0.3
C -1.309 4.205 -2.557 -0.3 0.3 -0.2
C -2.362 4.296 0.350 -0.3 0.2 0.0
Si 2.385 2.352 -1.941 -1.3 -0.1 0.9
C 2.916 4.126 -2.288 0.5 0.1 -0.4
C 3.862 1.369 -1.322 0.5 0.0 -0.3
C 1.675 1.556 -3.486 0.3 0.1 -0.4
H 0.750 3.250 4.001 -0.2 0.0 0.0
H -0.411 2.308 3.034 0.2 0.2 -0.1
H -0.226 4.050 2.746 0.2 -0.2 0.0
H 3.356 4.410 2.602 0.1 0.1 -0.1
H 3.636 4.122 0.873 -0.2 0.0 0.1
H 2.319 5.199 1.395 0.1 -0.3 0.0
H 2.060 0.457 2.639 0.1 0.2 -0.1
H 3.338 0.889 1.487 -0.2 0.1 0.1
H 3.366 1.554 3.134 0.0 -0.2 0.0
H 1.090 5.858 -0.954 -0.2 -0.1 0.1
H -0.504 6.608 -0.716 0.2 0.3 0.1
H 0.365 5.918 0.671 -0.1 -0.1 -0.2
H -1.943 3.351 -2.824 0.2 0.2 0.1
H -1.873 5.132 -2.743 0.1 -0.1 -0.1
H -0.431 4.207 -3.218 -0.1 0.0 0.2
H -3.032 3.434 0.239 0.3 0.2 0.0
H -2.102 4.395 1.412 0.0 0.0 -0.2
H -2.913 5.204 0.055 0.1 0.0 0.1
H 3.339 4.620 -1.403 -0.1 -0.1 -0.1
H 3.697 4.098 -3.063 0.0 0.2 0.1
H 2.091 4.744 -2.667 0.1 -0.2 0.1
H 3.668 0.289 -1.322 0.0 0.3 0.0
H 4.706 1.556 -2.004 0.0 -0.1 0.1
H 4.175 1.666 -0.313 -0.1 0.0 -0.2
H 1.654 0.462 -3.397 0.0 0.2 0.1
H 0.655 1.901 -3.695 0.2 -0.1 0.1
H 2.313 1.819 -4.344 -0.1 -0.1 0.0
```
Positions in Å, forces in eV/Å.